Formula: C5H13NS
Source: the Open Molecules 2025 dataset
Level of theory: wB97M-V/def2-TZVPD

As for the LUMO energy: 0.9104 eV.

Last column: natural (NBO) charge in e.
CARTESIAN COORDINATES (ANGSTROEM)
C -0.6938 -0.3409 -0.3349  -0.422
C 0.3763 0.3859 -1.1361  -0.426
C 0.2391 0.3610 -2.6347  -0.488
S -1.3867 1.0096 -3.2163  -0.071
C -0.3809 -0.7491 1.0810  -0.211
N -0.1195 0.3856 1.9708  -0.619
C 0.7735 0.0286 3.0866  -0.417
H -1.5765 0.2936 -0.3006  0.217
H -1.1469 -1.1572 -0.9037  0.214
H 0.5669 1.3985 -0.7621  0.200
H 1.3073 -0.0734 -0.8400  0.206
H 0.3700 -0.6151 -3.0887  0.221
H 0.9577 1.0516 -3.0749  0.219
H -1.7671 -0.0838 -3.8850  0.124
H 0.5020 -1.4107 1.0841  0.151
H -1.2224 -1.3253 1.4528  0.192
H 0.3252 1.1035 1.4110  0.343
H 1.8289 -0.0749 2.8028  0.171
H 0.5776 0.7675 3.8610  0.204
H 0.4695 -0.9548 3.4270  0.192


Formula: C21H20BrCl4N3O4Tc
Source: the Open Molecules 2025 dataset
Level of theory: wB97M-V/def2-TZVPD

As for the spin multiplicity: 4. As for the LUMO energy (spin up / spin down): -0.3603 / -1.1583 eV. Its expectation value of S² is 3.781.

Last column: natural (NBO) charge in e.
CARTESIAN COORDINATES (ANGSTROEM)
Tc -0.5123 -0.7131 0.6712  1.486
Cl -1.2082 5.4884 3.2721  0.044
C -0.5257 4.0272 2.6755  -0.097
C 0.8359 3.9549 2.3906  -0.099
Cl 1.8437 5.3242 2.6519  0.043
C 1.3847 2.7745 1.8819  -0.121
Cl 3.0562 2.6635 1.4828  0.030
C 0.5762 1.6699 1.6593  0.296
O 0.9818 0.5205 1.1351  -0.685
C -0.8019 1.7257 1.9934  0.228
O -1.4780 0.6109 1.7795  -0.644
C -1.3431 2.9122 2.4721  -0.103
Cl -3.0341 2.9675 2.7906  0.033
C 2.6651 0.0401 -3.4980  -0.635
C 1.9634 -1.0421 -2.7316  -0.035
C 1.9237 -2.3632 -3.1714  -0.121
C 1.1894 -3.2949 -2.4623  -0.257
C 0.5047 -2.8894 -1.3315  0.165
Br -0.6389 -4.1311 -0.5051  0.132
N 0.5764 -1.6444 -0.8468  -0.494
C 1.3057 -0.7534 -1.5554  0.089
H 2.4691 -0.0795 -4.5631  0.225
H 3.7458 -0.0081 -3.3504  0.230
H 2.3140 1.0207 -3.1822  0.247
H 2.4565 -2.6546 -4.0680  0.227
H 1.1235 -4.3231 -2.7843  0.243
H 1.3513 0.2467 -1.1444  0.253
C 1.5770 -2.7405 4.1066  -0.597
C 1.4530 -1.9068 2.8288  -0.237
C 2.4698 -2.3726 1.7864  -0.606
C 0.0148 -1.9877 2.3137  -0.580
H 2.5951 -2.6969 4.4969  0.208
H 1.3250 -3.7854 3.9058  0.197
H 0.8983 -2.3696 4.8765  0.209
H 1.6795 -0.8663 3.0752  0.211
H 2.2113 -3.3673 1.4103  0.192
H 3.4651 -2.4248 2.2316  0.211
H 2.5160 -1.6737 0.9504  0.207
H -0.6667 -1.6678 3.1100  0.221
H -0.2192 -3.0312 2.0936  0.201
C -3.1013 2.9375 -3.3162  -0.418
N -2.9443 1.8004 -2.4171  -0.408
C -4.0314 1.1653 -1.9190  0.120
C -3.9423 0.0960 -1.0955  -0.384
C -2.6271 -0.3285 -0.7563  0.618
O -2.3597 -1.3065 0.0392  -0.643
N -1.5616 0.3191 -1.2349  -0.668
C -1.6359 1.3756 -2.0803  0.780
O -0.6600 1.9377 -2.5505  -0.644
H -3.5573 2.6229 -4.2554  0.202
H -2.1106 3.3328 -3.5112  0.260
H -3.7195 3.7060 -2.8538  0.207
H -4.9865 1.5744 -2.2217  0.216
H -4.8063 -0.3921 -0.6745  0.245


Formula: C6H9NO
Source: the Open Molecules 2025 dataset
Level of theory: wB97M-V/def2-TZVPD

As for the LUMO energy: 0.8928 eV.

Last column: natural (NBO) charge in e.
CARTESIAN COORDINATES (ANGSTROEM)
C 1.6223 0.8714 0.8218  -0.635
C 0.3116 0.4626 0.1385  0.085
C -0.2569 -0.9082 0.6591  -0.376
C -1.4599 -0.2417 0.1685  -0.106
C -1.0181 -0.5225 -1.2567  0.020
C 0.2540 0.0830 -1.2534  0.019
H 2.3196 1.6224 0.2645  0.233
H 2.1435 -0.0649 0.6120  0.209
H 1.6539 0.6861 1.9705  0.246
H -0.0685 -1.0656 1.9229  0.185
H -0.0622 -1.9140 0.4122  0.223
H -2.3429 -0.4701 0.5422  0.201
H -1.4159 1.8519 -0.0365  0.390
H -0.9781 -1.6220 -1.6665  0.191
H 1.2377 -0.4912 -1.5724  0.215
N -0.9860 1.0975 0.4015  -0.616
O -0.9543 0.6255 -2.1282  -0.483


Formula: C6H8
Source: the Open Molecules 2025 dataset
Level of theory: wB97M-V/def2-TZVPD

As for the LUMO energy: 1.1275 eV.

Last column: natural (NBO) charge in e.
CARTESIAN COORDINATES (ANGSTROEM)
C 2.8355 0.7163 -0.5160  -0.680
C 1.5543 0.1441 -0.0997  -0.001
C 0.4758 -0.2591 0.2606  -0.030
C -0.8536 -0.6014 0.7177  -0.302
C -1.9591 0.3730 0.3826  -0.396
C -1.9454 -0.9802 -0.2547  -0.398
H 3.1807 1.4509 0.2196  0.232
H 2.7296 1.2317 -1.4764  0.233
H 3.6128 -0.0462 -0.6256  0.232
H -0.9010 -1.0782 1.6939  0.234
H -2.6985 0.5935 1.1457  0.216
H -1.6666 1.2197 -0.2310  0.222
H -2.6748 -1.7078 0.0901  0.216
H -1.6897 -1.0563 -1.3068  0.222


Calculated calculated total energy (eV), listed in the same order as above: -17720.5298 -157094.4162 -9899.1952 -6349.2126
Calculated relative energy (zero: lowest compared OMol25 entry of this formula, charge and spin) (eV), listed in the same order as above: 0.721 0.173 6.409 1.571